{
  "formula": "C58H133BF4N11O5",
  "method": "ωB97M-V/def2-TZVPD",
  "largest_force_ev_per_a": 12.9,
  "charge": 7,
  "e_lumo_ev": -12.09,
  "e_homo_ev": -12.62,
  "symbols": ["C", "C", "N", "C", "C", "C", "C", "C", "O", "C", "H", "H", "H", "H", "H", "H", "H", "H", "H", "H", "H", "H", "H", "H", "H", "H", "H", "H", "H", "H", "C", "C", "N", "C", "C", "C", "C", "C", "O", "C", "H", "H", "H", "H", "H", "H", "H", "H", "H", "H", "H", "H", "H", "H", "H", "H", "H", "H", "H", "H", "C", "C", "N", "C", "C", "C", "C", "C", "O", "C", "H", "H", "H", "H", "H", "H", "H", "H", "H", "H", "H", "H", "H", "H", "H", "H", "H", "H", "H", "H", "C", "C", "N", "C", "C", "C", "C", "C", "O", "C", "H", "H", "H", "H", "H", "H", "H", "H", "H", "H", "H", "H", "H", "H", "H", "H", "H", "H", "H", "H", "C", "C", "N", "C", "C", "C", "C", "C", "O", "C", "H", "H", "H", "H", "H", "H", "H", "H", "H", "H", "H", "H", "H", "H", "H", "H", "H", "H", "H", "H", "C", "C", "N", "C", "C", "N", "C", "C", "H", "H", "H", "H", "H", "H", "H", "H", "H", "H", "H", "C", "C", "N", "C", "C", "N", "C", "C", "H", "H", "H", "H", "H", "H", "H", "H", "H", "H", "H", "C", "C", "N", "C", "C", "N", "C", "C", "H", "H", "H", "H", "H", "H", "H", "H", "H", "H", "H", "B", "F", "F", "F", "F"],
  "xyz": [[0.45348, -1.27949, 6.73849], [1.45609, -0.59418, 7.51592], [-3.26970, 2.33520, 11.95168], [-4.04138, 2.53277, 10.77229], [-3.05238, 1.16957, 12.43794], [-3.61249, -0.13614, 12.04041], [-2.42699, 3.55443, 12.17489], [-3.25119, 4.69265, 12.83071], [-3.46955, 5.65582, 11.64234], [-2.98685, 6.89076, 11.67754], [4.28264, 1.01815, -11.42496], [-0.14366, -0.72718, 5.99728], [0.34026, -2.34093, 6.86656], [1.54968, 0.46269, 7.53393], [2.04679, -1.21477, 8.18975], [-3.43060, 2.32168, 9.94103], [-4.48229, 3.57591, 10.82299], [-4.77404, 1.79866, 10.67078], [-2.25690, 1.09211, 13.14747], [13.00949, -8.24834, 5.37370], [-2.69264, -0.79021, 12.02329], [-4.14060, -0.19110, 11.04543], [-4.33799, -0.58645, 12.70097], [-1.95101, 3.73746, 11.23064], [-1.65854, 3.32428, 12.97491], [-2.74030, 5.17018, 13.70015], [-4.18571, 4.41379, 13.22577], [8.80993, 3.97262, 4.72259], [-2.81686, 7.43659, 12.55768], [-2.85042, 7.24579, 10.65083], [-9.70831, 2.34431, 3.56938], [-10.08326, 1.24237, 4.51688], [-11.08897, 0.84825, 5.14344], [-12.20744, 1.90288, 5.93336], [-15.11433, 1.75542, -1.48835], [-14.29110, 1.86702, -0.20052], [-11.19596, -0.54524, 5.62415], [-11.38073, -1.71493, 4.40037], [-12.24834, -1.79915, 3.53269], [-12.26887, -3.24014, 2.57223], [-10.43493, 2.92392, 2.94880], [1.06706, 9.68789, -8.27849], [-8.63930, 2.65037, 3.68750], [-7.85882, 14.00172, -1.64436], [-9.02463, 0.76982, 4.53827], [-12.19074, 1.37739, 6.87966], [-13.12427, 2.05960, 5.34800], [-11.70266, 2.82949, 5.84798], [-15.54601, 2.73667, -1.97472], [-14.64008, 9.60020, 2.18218], [-13.44478, 1.16315, 0.05649], [-14.09017, 2.96895, 0.00538], [-14.91360, 0.67920, -1.38069], [-11.84511, -0.59450, 6.46465], [-10.22022, -0.89037, 5.92391], [-10.62057, -2.50599, 4.65252], [-9.72865, -10.87122, -11.26811], [-11.59501, -3.77337, 3.29014], [-11.97646, -2.79926, 1.46945], [-13.25154, -3.54244, 2.84741], [6.66462, -5.46501, -9.17026], [5.97230, -6.21717, -7.98424], [5.41088, -5.51016, -6.78412], [4.05115, -5.04050, -7.14017], [5.23785, -6.57253, -5.71674], [4.74296, -6.09640, -4.38832], [6.26388, -4.36907, -6.32623], [7.67061, -4.64112, -6.08067], [7.81030, -4.93477, -4.72278], [9.01161, -5.53110, -4.36942], [7.73654, -5.31388, -9.03561], [6.33181, -4.46253, -9.29675], [6.63374, -6.12561, -10.06521], [6.57356, -7.03220, -7.62166], [5.06716, -6.78196, -8.29571], [3.61082, -4.41203, -6.41926], [3.41424, -5.89016, -7.37627], [4.02070, -4.40293, -8.04786], [6.21196, -7.01396, -5.64073], [4.49943, -7.27098, -6.10772], [4.35469, -6.96644, -3.87097], [3.96543, -5.32136, -4.43233], [5.51444, -5.70892, -3.73234], [5.73453, -3.84325, -5.54560], [6.20989, -3.79732, -7.26800], [8.25445, -3.76729, -6.26174], [8.07891, -5.39558, -6.78825], [9.21169, -6.33852, -5.09505], [8.95498, -5.84188, -3.34733], [9.79824, -4.78032, -4.62008], [3.15195, 14.96667, -3.24872], [2.39000, 13.71426, -3.08030], [1.89088, 13.46978, -1.84925], [2.81614, 14.00918, -0.60316], [0.30680, 13.63706, -1.49682], [0.01816, 14.21194, -0.19355], [1.93284, 11.92998, -1.84227], [1.88867, 11.14527, -0.58114], [0.67093, 11.00465, 0.19481], [0.50454, 10.03100, 0.87516], [3.00514, 11.97157, -9.72675], [3.24773, 15.53734, -2.34117], [3.57052, 15.16353, -4.32429], [2.37422, 12.96829, -4.02401], [-0.78753, 16.06250, -2.66612], [2.79762, 15.03829, -0.30453], [3.81475, 13.71882, -0.98914], [2.64917, 13.31801, 0.19724], [-0.19041, 12.61404, -1.73056], [-0.17320, 14.16325, -2.33986], [-0.57863, 15.15071, -0.22100], [0.83291, 14.17294, 0.50952], [-0.59349, 13.39348, 0.36535], [2.98486, 11.65992, -2.16229], [1.29573, 11.53731, -2.66027], [2.67264, 11.60727, 0.01547], [2.06167, 10.04462, -0.83765], [1.36927, -7.99413, -10.38298], [-0.48758, 9.94137, 1.45086], [1.28533, 9.05506, 1.05890], [1.97122, -7.00891, 3.91423], [2.89817, -7.01360, 5.17227], [3.57427, -8.27245, 5.64057], [4.28561, -7.97199, 6.83988], [2.45737, -9.19859, 5.94409], [2.83322, -10.62111, 6.43715], [4.47068, -8.89997, 4.62741], [5.50000, -7.99401, 3.98792], [6.51881, -7.58555, 4.83031], [7.46584, -6.56136, 4.27830], [1.85729, -5.95513, 3.56684], [0.97301, -7.45113, 4.09084], [2.35506, -7.64744, 3.06058], [2.36228, -6.78217, 6.06465], [3.72393, -6.35506, 5.05665], [3.60979, -7.60195, 7.60690], [4.97999, -7.13587, 6.70372], [4.75785, -8.90625, 7.20062], [1.82577, -9.28226, 5.00495], [1.92515, -8.67432, 6.73368], [1.88079, -11.13358, 6.39166], [3.13178, -10.59852, 7.47592], [3.49954, -11.13908, 5.77775], [3.80465, -9.19676, 3.83967], [4.96207, -9.82654, 4.94169], [5.08883, -7.12108, 3.44145], [5.89185, -8.65237, 3.13980], [7.93804, -6.92906, 3.38594], [8.28055, -6.50012, 5.02872], [6.96655, -5.62220, 4.08036], [-0.79111, 5.20474, -7.71092], [-1.83602, 4.59572, -8.57528], [-2.96312, 5.52263, -8.64440], [-4.01277, 5.38515, -7.80731], [-4.95898, 6.21271, -8.22789], [-4.46541, 6.78609, -9.38953], [-3.25493, 6.30610, -9.63018], [-5.15259, 7.83747, -10.20839], [-1.17774, 5.25287, -6.66930], [-0.65434, 6.21355, -8.03496], [0.20614, 4.67437, -7.76961], [-2.28948, 3.71218, -8.09210], [-1.43294, 4.32248, -9.56415], [-4.11187, 4.64702, -7.04898], [-5.97593, 6.35813, -7.89281], [-2.51662, 6.58752, -10.34805], [-6.17419, 7.70905, -9.87707], [-5.00250, 7.63479, -11.26929], [-4.75704, 8.85348, -9.95395], [-2.39770, -4.49097, -4.43152], [-3.04014, -5.39539, -3.42949], [-4.21895, -6.07370, -4.02618], [-4.89646, -7.17294, -3.52437], [-5.78804, -7.56489, -4.49675], [-5.62583, -6.63770, -5.53780], [-4.66021, -5.79782, -5.25536], [-6.36791, -6.66503, -6.85768], [-2.13395, -5.15336, -5.29841], [-1.53686, -4.16088, -3.89684], [-2.92738, -3.61009, -4.82104], [-3.36125, -4.87913, -2.54735], [-2.34599, -6.18703, -3.24729], [-4.67465, -7.64100, -2.60279], [-6.38718, -8.45854, -4.52195], [-4.19665, -5.07866, -5.89798], [-5.92756, -7.43200, -7.50056], [-6.08981, -5.68850, -7.35838], [-7.41442, -6.73113, -6.68920], [10.86312, -1.89994, 0.66302], [10.13509, -1.41065, -0.56330], [8.61804, -1.43547, -0.47879], [7.84380, -2.09744, -1.43499], [6.51729, -2.05868, -0.86294], [6.66175, -1.27475, 0.26235], [7.95578, -0.95319, 0.53993], [5.51649, -0.75598, 1.05110], [11.11336, -1.15637, 1.42056], [11.84062, -2.33081, 0.41976], [10.45484, -2.79126, 1.12425], [10.34718, -2.05252, -1.47435], [10.40265, -0.33335, -0.79535], [8.12998, -2.66115, -2.35159], [5.58870, -2.45752, -1.25019], [8.35940, -0.40932, 1.42014], [5.86251, -0.71618, 2.07406], [4.66109, -1.45862, 1.02658], [5.21986, 0.19987, 0.59114], [2.73334, -3.42398, -1.90609], [3.52707, -3.20155, -3.04076], [1.89925, -2.35351, -1.70221], [1.93034, -4.64923, -2.01153], [3.59743, -3.50064, -0.77288]],
  "atomic_forces_ev_per_a": [[3.5, 3.3, 2.3], [-3.9, -3.7, -2.3], [1.3, 0.0, -0.1], [-1.6, 1.8, 0.2], [0.0, 0.0, 0.2], [0.3, -0.6, -1.9], [0.2, -1.1, 3.7], [1.5, 1.6, -1.9], [0.6, 0.1, 2.1], [-0.7, -1.9, -2.1], [0.0, -0.1, 0.0], [0.2, -0.4, 0.5], [-0.1, -0.2, -0.2], [0.2, 0.7, -0.3], [0.0, 0.4, -0.1], [1.1, 0.6, -1.2], [0.5, -1.4, -0.6], [-1.7, -0.9, 0.3], [0.3, 0.3, 0.8], [0.0, 0.0, 0.0], [-1.1, 0.3, 0.0], [0.9, 0.4, 0.9], [0.1, 0.1, 0.9], [0.1, 0.7, -0.3], [-0.6, -0.2, -1.2], [0.1, 0.0, -1.1], [-1.4, -0.6, 0.0], [0.0, -0.1, 0.0], [0.3, 0.5, 1.2], [-0.1, 0.4, 0.7], [-2.2, -2.5, 2.7], [9.4, 5.6, -6.8], [-7.9, -2.0, 4.3], [2.0, -2.3, -2.7], [4.4, 0.7, 6.9], [-1.3, 3.5, -5.4], [1.3, 1.0, -3.6], [-0.5, 1.0, 3.1], [0.7, -0.9, -0.7], [1.9, 2.8, 0.5], [0.7, -0.2, 1.1], [0.6, 0.7, -0.5], [-1.1, -0.5, -0.8], [-0.1, 0.0, 0.0], [-1.9, -0.4, 1.4], [-0.7, 0.7, 0.2], [0.1, -0.9, 0.5], [0.8, 0.8, 0.6], [0.5, -2.9, 0.9], [0.1, 0.0, 0.0], [-1.7, 0.3, -0.1], [-0.1, -1.6, 0.6], [-1.8, -0.1, -2.9], [-1.1, -0.7, 0.2], [0.6, 0.1, 0.4], [-0.6, 0.2, -1.0], [0.0, 0.0, 0.0], [0.0, 0.0, -1.8], [-0.8, -1.6, 3.1], [-1.0, -0.1, -0.8], [0.5, -1.3, 0.8], [-0.7, -1.1, -1.3], [-0.3, -0.4, 0.6], [-0.3, 0.6, -2.0], [-0.2, 0.2, -0.1], [-0.2, 0.6, 0.7], [-1.7, 1.0, -2.7], [1.2, -0.8, 0.6], [-1.6, -0.5, 0.6], [1.3, 0.6, -2.2], [0.1, -0.3, 0.5], [-0.9, 0.6, -0.7], [-0.6, 0.8, 0.5], [0.8, 0.0, 0.2], [0.6, 0.5, -0.5], [-0.3, 0.4, 1.4], [0.1, -0.1, 0.3], [0.7, -0.5, 0.3], [0.4, -0.5, 0.2], [0.3, -0.2, -0.3], [-0.3, -0.1, 0.1], [0.0, -0.4, 0.0], [0.3, 0.2, -0.2], [0.1, 0.1, 0.3], [0.1, 0.6, 0.7], [0.4, 1.0, -0.5], [-0.2, -0.1, 0.6], [0.1, -0.3, 0.7], [0.3, -0.2, 0.4], [0.1, -0.5, 0.9], [-2.7, -5.6, -1.9], [4.9, 6.5, -6.5], [-2.3, -3.1, 5.5], [1.0, -2.4, -2.5], [-0.6, -1.6, -3.3], [-2.2, -1.6, 2.6], [1.4, -0.8, -1.1], [0.6, -1.9, 0.0], [0.6, 5.2, -3.5], [-1.0, -7.7, 5.2], [-0.6, -0.8, 0.5], [0.3, 0.8, -0.5], [-0.7, 0.0, 2.6], [-0.5, 1.7, 2.7], [0.1, -0.3, 0.1], [-0.7, 0.4, -0.3], [-0.4, 0.6, 0.2], [-0.5, 0.4, 0.6], [1.3, 1.4, 1.0], [0.6, 1.1, 0.2], [0.8, -0.4, -0.1], [0.4, 0.9, 0.0], [0.3, 1.6, -0.9], [-0.9, 0.3, 0.2], [0.1, 0.6, 0.6], [-0.2, -0.9, 0.7], [0.6, 1.6, 0.1], [0.0, 0.1, 0.1], [1.6, 0.3, -1.0], [-1.8, 3.1, -0.9], [0.4, -0.9, -0.4], [-0.2, -0.3, -1.0], [-0.8, -1.0, -1.5], [1.3, 0.3, 2.2], [-0.8, -1.6, -0.5], [-1.1, 1.4, -0.2], [0.4, 0.5, -0.8], [0.7, -0.2, -2.3], [1.2, 1.2, 0.3], [-0.3, -1.8, 1.3], [0.1, -0.9, 0.3], [0.4, 0.5, 0.3], [0.0, 1.0, 0.9], [-0.6, 0.8, 0.4], [0.4, 1.0, -0.2], [-0.4, -0.3, 0.1], [0.3, -0.7, -0.3], [0.1, 0.8, -0.1], [0.8, 0.2, 1.2], [-0.5, -0.2, -0.1], [-0.1, -0.4, 0.1], [0.4, -0.2, 0.1], [0.5, -0.3, -0.1], [-0.3, -0.2, -0.6], [-0.2, 0.5, 0.7], [-0.3, -0.3, 0.4], [-0.2, 0.6, 0.8], [0.0, -0.3, -0.6], [-0.8, 0.3, -0.3], [-0.2, 0.2, 0.2], [1.2, -0.6, 1.2], [0.0, -1.0, 0.1], [1.2, -2.8, 0.3], [-0.4, -0.3, 0.9], [-1.1, 0.9, -1.2], [-0.5, 1.3, -1.0], [-0.3, 1.4, 0.1], [0.6, 0.0, 1.0], [0.6, -0.1, -0.5], [0.4, 0.8, -0.2], [-1.3, 0.5, 0.2], [0.6, 0.1, -0.5], [-0.6, 0.3, 0.3], [0.4, -0.3, 0.5], [0.2, 0.2, -0.1], [-0.2, 0.2, -0.7], [-0.4, 0.5, -0.6], [-0.2, -0.1, 0.2], [-0.4, -1.0, -0.1], [0.2, -0.6, -1.1], [-1.3, -0.2, -0.9], [0.2, -0.1, 0.1], [-0.6, 0.2, -1.9], [1.3, 1.3, 0.4], [-1.6, -1.7, -1.2], [0.2, -0.4, 1.2], [2.5, 1.5, -0.1], [0.3, 0.9, 0.6], [1.0, 0.5, -0.2], [-0.2, -0.4, 0.5], [0.0, 0.1, 0.6], [0.5, -0.4, 0.7], [0.2, -0.1, 0.7], [-0.3, 0.3, -0.2], [-0.4, 0.2, -0.2], [-0.5, -0.2, 0.3], [-0.7, -1.0, 0.6], [-0.7, -0.2, 0.1], [1.0, -0.8, 0.4], [-0.2, 0.7, -1.7], [3.2, -1.1, -1.6], [-3.3, -0.2, 2.2], [3.8, 1.1, -1.2], [-1.2, -0.2, 1.1], [-2.0, -0.3, -0.7], [-0.1, -0.6, -0.6], [-0.5, 0.1, -0.1], [0.0, 0.5, -0.6], [-0.8, 0.1, 0.2], [-0.1, 0.9, 1.2], [-0.2, -1.4, 0.1], [0.3, 0.8, 1.1], [-0.2, 0.1, 0.3], [-0.5, -0.5, -1.0], [-0.1, 0.6, 0.2], [0.6, 0.3, -0.3], [0.1, -0.3, 0.6], [-0.5, -1.0, 0.5], [0.1, -0.4, -0.3], [-0.7, 0.6, -0.1], [1.1, 1.2, -0.1], [0.2, -0.3, -0.1]]
}